{"formula": "C3H5LiO3Sc", "method": "ωB97M-V/def2-TZVPD", "multiplicity": 1, "lumo_ev": [-4.8, -4.6], "total_charge": 1, "total_energy_ev": -30228.9944, "de_lowest_kj_mol": 340.5, "elements": ["Sc", "O", "O", "O", "C", "C", "C", "Li", "H", "H", "H", "H", "H"], "coordinates": [[-1.787226, -0.476361, -3.865909], [0.282741, 1.160072, -0.414786], [-0.121428, -0.887502, 0.373007], [-1.460616, 0.008665, -1.182838], [-0.244713, -0.050248, -0.743297], [0.459059, -0.185188, 1.471416], [1.042603, 1.052360, 0.782195], [-2.038462, -1.706883, -0.593652], [-0.334461, 0.039138, 2.194235], [0.901281, 1.969929, 1.363337], [1.231532, -0.820168, 1.922757], [-0.036675, -1.035600, -1.840936], [2.106366, 0.931784, 0.534469]], "forces_ev_per_a": [[0.6, 0.4, 1.7], [0.3, -0.6, -0.9], [0.0, -0.7, -0.1], [-3.8, 0.6, -1.4], [-0.3, -2.2, -1.4], [0.2, 0.1, 0.1], [0.5, 0.0, 0.4], [0.4, 0.6, 0.4], [0.3, 0.1, -0.1], [0.0, -0.2, -0.2], [-0.3, 0.2, 0.0], [2.2, 1.7, 1.4], [-0.3, 0.0, 0.1]], "nbo_charge": [0.934, -0.489, -0.598, -1.032, 0.788, -0.101, -0.103, 0.940, 0.192, 0.220, 0.211, -0.156, 0.196]}